(1)
DFT (wB97M-V/def2-TZVPD) results for C4H10OP2S4 as an isolated structure.

strongest force on any atom: 5.58 eV/Å
orbital gap: 0.250 Eh
relative energy (zero: lowest compared OMol25 entry of this formula, charge and spin): 6.94 kcal/mol
HOMO energy: -8.319 eV

ORCA input file:
```
! wB97M-V def2-TZVPD RIJCOSX def2/J DEFGRID3
* xyz 0 1
C -1.980 2.115 -0.440
C -1.205 1.348 0.349
C -1.648 -1.647 0.726
C -0.174 -1.339 0.321
O 3.662 0.712 -1.489
P 0.023 0.337 -0.494
P 3.569 0.131 -0.054
S 0.300 0.305 -2.377
S 3.109 -1.835 -0.108
S 5.407 0.674 0.725
S 2.155 1.297 0.921
H -2.594 2.871 -0.185
H -1.926 1.887 -1.576
H -1.270 1.613 1.434
H -1.838 -1.109 1.748
H -2.431 -1.318 -0.090
H -1.679 -2.754 0.971
H 0.294 -2.053 -0.330
H 0.487 -1.467 1.185
H 2.936 1.053 -2.049
H 5.699 -0.579 0.856
*
```

=====

(2)
DFT (wB97M-V/def2-TZVPD) results for C4H7N2 as an isolated structure.

strongest force on any atom: 4.46 eV/Å
orbital gap: 0.374 Eh
relative energy (zero: lowest compared OMol25 entry of this formula, charge and spin): 107.54 kcal/mol
HOMO energy: -15.092 eV

ORCA input file:
```
! wB97M-V def2-TZVPD RIJCOSX def2/J DEFGRID3
* xyz 1 1
C -0.293 -1.514 0.619
C 0.739 -0.822 0.995
C -0.173 1.125 0.032
C -0.570 -0.815 -0.687
N -1.121 0.404 -0.681
N 0.969 0.127 -0.060
H -0.895 -2.226 1.056
H 1.171 -0.827 2.021
H 0.164 2.002 -0.602
H -0.323 1.341 1.224
H -0.448 -1.301 -1.652
H -1.536 0.749 -1.611
H 1.895 0.542 -0.070
*
```

=====

(3)
DFT (wB97M-V/def2-TZVPD) results for a 4-piece molecular cluster, C2H13NO3 overall.

strongest force on any atom: 3.82 eV/Å
orbital gap: 0.406 Eh
SMILES string: CCN.O.O.O
relative energy (zero: lowest compared OMol25 entry of this formula, charge and spin): 37.28 kcal/mol
HOMO energy: -10.261 eV

ORCA input file:
```
! wB97M-V def2-TZVPD RIJCOSX def2/J DEFGRID3
* xyz 0 1
C -2.261 0.791 -0.264
C -2.143 -0.715 0.093
N -0.694 -0.999 0.366
H -2.342 1.406 0.648
H -3.094 1.031 -0.910
H -1.357 1.174 -0.745
H -2.649 -1.370 -0.640
H -2.558 -0.926 1.060
H -0.812 -1.866 0.895
H -0.339 -1.359 -0.510
O 0.965 1.194 0.907
H 0.119 0.562 0.796
H 1.727 0.789 1.333
O 1.364 -0.592 -1.491
H 2.088 -0.165 -1.030
H 1.806 -1.355 -1.869
O 3.501 0.613 0.089
H 4.018 0.556 0.899
H 2.661 1.229 0.371
*
```

=====

(4)
DFT (wB97M-V/def2-TZVPD) results for an isolated ion of composition C17H24NO2 and charge +1.

strongest force on any atom: 1.13 eV/Å
orbital gap: 0.347 Eh
SMILES string: CCOC(=O)C[N+](CC)(CC)CC#Cc1ccccc1
relative energy (zero: lowest compared OMol25 entry of this formula, charge and spin): 45.61 kcal/mol
HOMO energy: -11.768 eV

ORCA input file:
```
! wB97M-V def2-TZVPD RIJCOSX def2/J DEFGRID3
* xyz 1 1
C -2.947 -3.983 0.503
C -3.690 -2.778 -0.045
O -2.778 -1.838 -0.651
C -2.181 -0.964 0.132
O -2.366 -0.822 1.309
C -1.152 -0.184 -0.709
N -0.987 1.267 -0.450
C -2.180 2.035 -0.913
C -3.490 1.708 -0.217
C -0.670 1.497 0.996
C -0.547 2.951 1.420
C 0.181 1.720 -1.291
C 1.414 1.057 -0.928
C 2.452 0.517 -0.637
C 3.668 -0.114 -0.297
C 4.452 0.394 0.740
C 5.644 -0.224 1.063
C 6.060 -1.345 0.361
C 5.283 -1.852 -0.669
C 4.088 -1.244 -1.002
H -2.362 -4.458 -0.281
H -2.285 -3.687 1.313
H -3.666 -4.700 0.887
H -4.367 -3.061 -0.852
H -4.241 -2.268 0.751
H -0.183 -0.664 -0.526
H -1.414 -0.334 -1.759
H -1.954 3.094 -0.781
H -2.292 1.848 -1.985
H -4.238 2.420 -0.560
H -3.849 0.715 -0.469
H -3.420 1.793 0.863
H -1.440 1.008 1.592
H 0.278 0.987 1.184
H -1.483 3.494 1.330
H -0.271 2.958 2.472
H 0.233 3.483 0.881
H -0.051 1.514 -2.340
H 0.292 2.800 -1.170
H 4.122 1.270 1.279
H 6.252 0.170 1.862
H 6.994 -1.823 0.615
H 5.610 -2.723 -1.216
H 3.479 -1.630 -1.806
*
```